1.
Here is a structure of composition C57H53CrN4O2Si in a non-equilibrium geometry from the Open Molecules 2025 dataset. Energies are from the ωB97M-V functional and the def2-TZVPD basis.

Geometry (Å):
Cr (-0.552, 0.910, 0.903)
C (-4.186, -1.371, -4.811)
C (-3.326, -1.275, -3.582)
C (-2.658, -2.337, -3.078)
C (-1.731, -2.269, -1.977)
C (-1.146, -3.508, -1.734)
N (-0.190, -3.968, -0.944)
C (0.811, -3.228, -0.211)
C (2.139, -3.221, -0.976)
C (3.258, -2.632, -0.135)
N (3.000, -1.228, 0.130)
C (3.915, -0.410, 0.579)
C (3.657, 0.849, 1.138)
C (4.747, 1.676, 1.500)
C (4.563, 2.894, 2.104)
C (5.723, 3.797, 2.429)
C (3.258, 3.295, 2.407)
C (2.147, 2.534, 2.060)
C (0.831, 3.001, 2.413)
N (-0.282, 2.445, 2.076)
C (-1.477, 3.061, 2.632)
C (-2.378, 3.721, 1.582)
C (-2.208, 3.200, 0.157)
N (-1.880, 1.792, -0.003)
C (-1.912, 1.499, -1.433)
C (-2.297, 0.106, -1.869)
C (-3.133, -0.030, -2.940)
C (-1.549, -0.982, -1.326)
O (-0.784, -0.760, -0.330)
C (2.324, 1.305, 1.379)
O (1.309, 0.597, 1.005)
H (-4.275, -2.402, -5.149)
H (-3.735, -0.792, -5.620)
H (-5.183, -0.967, -4.628)
H (-2.781, -3.302, -3.559)
H (-1.581, -4.312, -2.318)
H (0.003, -4.952, -1.045)
H (0.935, -3.701, 0.764)
H (0.431, -2.220, -0.065)
H (2.030, -2.637, -1.894)
H (2.407, -4.244, -1.250)
H (4.209, -2.717, -0.665)
H (3.339, -3.188, 0.805)
H (2.037, -0.923, 0.297)
H (4.942, -0.752, 0.496)
H (5.748, 1.319, 1.288)
H (6.673, 3.294, 2.262)
H (5.675, 4.130, 3.466)
H (5.689, 4.689, 1.801)
H (3.102, 4.239, 2.916)
H (0.808, 3.889, 3.045)
H (-1.217, 3.807, 3.388)
H (-2.035, 2.274, 3.123)
H (-2.176, 4.793, 1.550)
H (-3.414, 3.594, 1.898)
H (-1.427, 3.788, -0.351)
H (-3.144, 3.415, -0.372)
H (-2.598, 2.192, -1.937)
H (-3.626, 0.849, -3.339)
C (1.224, -4.383, 3.251)
C (1.795, -3.118, 3.217)
C (0.999, -2.000, 3.005)
C (-0.388, -2.104, 2.860)
C (-0.941, -3.385, 2.915)
C (-0.149, -4.513, 3.093)
Si (-1.489, -0.534, 2.654)
C (-3.243, -1.295, 2.436)
C (-3.594, -1.876, 1.214)
C (-4.839, -2.450, 1.004)
C (-5.786, -2.445, 2.017)
C (-5.455, -1.899, 3.248)
C (-4.196, -1.350, 3.455)
C (-1.519, 0.115, 4.479)
C (-0.552, -0.275, 5.409)
C (-0.642, 0.072, 6.750)
C (-1.703, 0.839, 7.205)
C (-2.657, 1.274, 6.297)
C (-2.563, 0.913, 4.962)
H (1.844, -5.259, 3.399)
H (2.866, -3.005, 3.354)
H (1.469, -1.022, 2.961)
H (-2.013, -3.502, 2.823)
H (-0.606, -5.495, 3.116)
H (-2.874, -1.893, 0.408)
H (-5.070, -2.897, 0.044)
H (-6.768, -2.871, 1.853)
H (-6.181, -1.899, 4.052)
H (-3.958, -0.975, 4.439)
H (0.278, -0.889, 5.087)
H (0.112, -0.274, 7.447)
H (-1.793, 1.079, 8.256)
H (-3.486, 1.884, 6.636)
H (-3.350, 1.239, 4.290)
C (-0.567, 1.667, -2.035)
C (0.289, 1.555, -2.906)
C (1.223, 1.473, -3.925)
C (1.471, 2.727, -4.666)
C (1.867, 3.881, -3.981)
C (2.112, 5.064, -4.659)
C (1.971, 5.123, -6.039)
C (1.536, 3.999, -6.727)
C (1.274, 2.819, -6.049)
C (1.730, 0.187, -4.318)
C (2.595, 0.002, -5.421)
C (2.955, -1.266, -5.840)
C (2.519, -2.397, -5.159)
C (1.738, -2.233, -4.019)
C (1.346, -0.976, -3.604)
H (1.987, 3.829, -2.905)
H (2.434, 5.943, -4.113)
H (2.198, 6.038, -6.571)
H (1.392, 4.046, -7.800)
H (0.885, 1.960, -6.582)
H (2.964, 0.867, -5.953)
H (3.577, -1.385, -6.720)
H (2.781, -3.387, -5.509)
H (1.421, -3.111, -3.462)
H (0.704, -0.858, -2.737)

Multiplicity ... 2
HOMO-LUMO gap (spin up / spin down) ... 0.1199 / 0.1201 hartree
⟨S²⟩ ... 0.86

2.
Here is a structure of composition C57H53N3O4PSZr from the Open Molecules 2025 dataset. Energies are from the ωB97M-V functional and the def2-TZVPD basis.

Geometry (Å):
Zr (0.048, -0.080, -0.124)
C (-1.782, 2.913, 2.360)
O (-3.060, 2.360, 2.686)
C (-3.238, 1.006, 2.645)
C (-4.144, 0.486, 3.545)
C (-4.441, -0.880, 3.584)
C (-3.814, -1.726, 2.702)
C (-2.892, -1.230, 1.766)
C (-2.378, -2.145, 0.768)
N (-1.479, -1.850, -0.099)
N (-1.223, -2.809, -1.071)
C (-0.493, -2.259, -2.006)
O (-0.147, -1.013, -2.010)
C (-0.043, -3.101, -3.143)
C (0.607, -2.502, -4.215)
C (1.038, -3.271, -5.286)
C (0.834, -4.643, -5.284)
C (0.197, -5.246, -4.206)
C (-0.242, -4.480, -3.140)
C (-2.586, 0.154, 1.704)
O (-1.784, 0.636, 0.811)
H (-1.742, 3.872, 2.878)
H (-1.664, 3.057, 1.290)
H (-0.970, 2.270, 2.704)
H (-4.619, 1.178, 4.231)
H (-5.156, -1.258, 4.304)
H (-4.035, -2.788, 2.704)
H (-2.830, -3.136, 0.704)
H (0.779, -1.435, -4.187)
H (1.549, -2.799, -6.115)
H (1.181, -5.245, -6.115)
H (0.048, -6.319, -4.196)
H (-0.737, -4.932, -2.292)
C (-5.504, 2.473, 0.006)
C (-4.668, 3.580, -0.057)
C (-3.484, 3.517, -0.776)
C (-3.117, 2.347, -1.437)
C (-3.965, 1.245, -1.370)
C (-5.154, 1.306, -0.656)
P (-1.505, 2.094, -2.275)
C (-1.634, 3.169, -3.754)
C (-0.481, 3.316, -4.530)
C (-0.492, 4.091, -5.676)
C (-1.663, 4.724, -6.081)
C (-2.815, 4.572, -5.327)
C (-2.801, 3.802, -4.169)
C (-0.324, 3.029, -1.239)
C (-0.191, 4.418, -1.299)
C (0.704, 5.068, -0.466)
C (1.473, 4.318, 0.417)
C (1.344, 2.936, 0.451)
C (0.450, 2.234, -0.373)
H (-6.416, 2.514, 0.588)
H (-4.927, 4.486, 0.477)
H (-2.823, 4.375, -0.796)
H (-3.666, 0.317, -1.845)
H (-5.790, 0.431, -0.592)
H (0.434, 2.821, -4.222)
H (0.415, 4.199, -6.259)
H (-1.673, 5.328, -6.980)
H (-3.733, 5.058, -5.635)
H (-3.707, 3.697, -3.585)
H (-0.779, 4.995, -2.007)
H (0.809, 6.146, -0.509)
H (2.188, 4.812, 1.067)
H (1.983, 2.379, 1.130)
C (4.009, 0.992, -0.856)
C (3.592, 0.237, -2.118)
C (2.486, 0.943, -2.904)
C (3.314, -1.242, -1.889)
C (3.856, -2.109, -2.828)
C (3.768, -3.487, -2.715)
C (3.211, -3.995, -1.553)
C (2.668, -3.179, -0.569)
C (2.359, -3.840, 0.766)
C (3.282, -3.255, 1.843)
C (0.896, -3.879, 1.199)
C (2.568, -1.763, -0.780)
N (1.805, -0.964, 0.026)
H (4.254, 2.030, -1.099)
H (4.894, 0.523, -0.417)
H (3.222, 0.980, -0.108)
H (4.471, 0.253, -2.774)
H (1.523, 0.899, -2.400)
H (2.361, 0.473, -3.884)
H (2.728, 2.001, -3.052)
H (4.371, -1.675, -3.682)
H (4.163, -4.142, -3.481)
H (3.215, -5.069, -1.384)
H (2.658, -4.887, 0.643)
H (3.197, -2.169, 1.869)
H (4.322, -3.497, 1.612)
H (3.046, -3.661, 2.834)
H (0.479, -2.881, 1.309)
H (0.802, -4.407, 2.156)
H (0.286, -4.400, 0.461)
O (0.407, 0.179, 2.160)
S (1.152, -0.880, 2.945)
C (0.049, -1.278, 4.291)
C (0.090, -2.583, 4.759)
C (-0.766, -2.958, 5.787)
C (-1.659, -2.036, 6.308)
C (-1.708, -0.739, 5.809)
C (-0.849, -0.350, 4.797)
C (2.382, 0.048, 3.855)
C (3.401, -0.645, 4.491)
C (4.367, 0.068, 5.183)
C (4.311, 1.456, 5.220)
C (3.293, 2.134, 4.565)
C (2.318, 1.431, 3.873)
H (0.770, -3.295, 4.306)
H (-0.747, -3.974, 6.161)
H (-2.341, -2.333, 7.095)
H (-2.432, -0.035, 6.197)
H (-0.890, 0.647, 4.378)
H (3.445, -1.726, 4.430)
H (5.171, -0.458, 5.680)
H (5.073, 2.010, 5.752)
H (3.261, 3.216, 4.583)
H (1.524, 1.935, 3.337)

Multiplicity ... 1
Total charge ... -1
HOMO-LUMO gap ... 0.2152 hartree

3.
Here is a structure of composition C57H55N11O2RbSbSi3 from the Open Molecules 2025 dataset. Energies are from the ωB97M-V functional and the def2-TZVPD basis.

Geometry (Å):
Rb (0.658, 0.635, 0.348)
C (6.179, -3.401, 2.659)
C (6.763, -2.977, 1.462)
C (6.213, -1.933, 0.729)
C (5.049, -1.348, 1.205)
C (4.218, -0.224, 0.736)
N (3.141, -0.088, 1.541)
C (3.258, -0.941, 2.569)
N (2.532, -1.006, 3.682)
C (1.527, -0.178, 3.956)
C (1.001, -0.043, 5.328)
C (1.273, -0.694, 6.521)
C (0.576, -0.296, 7.653)
C (-0.360, 0.742, 7.596)
C (-0.624, 1.401, 6.404)
C (0.057, 0.987, 5.269)
C (0.040, 1.432, 3.865)
N (-0.714, 2.436, 3.439)
C (-0.479, 3.050, 2.273)
N (0.645, 3.005, 1.541)
C (0.475, 3.749, 0.425)
N (1.335, 3.958, -0.568)
C (2.454, 3.260, -0.737)
N (2.782, 2.094, -0.150)
C (3.966, 1.675, -0.602)
N (4.616, 0.560, -0.258)
C (4.489, 2.641, -1.582)
C (5.650, 2.696, -2.338)
C (5.818, 3.772, -3.198)
C (4.847, 4.774, -3.296)
C (3.689, 4.724, -2.534)
C (3.518, 3.647, -1.676)
C (-0.834, 4.410, 0.468)
C (-1.459, 5.336, -0.355)
C (-2.706, 5.807, 0.027)
C (-3.333, 5.340, 1.189)
C (-2.713, 4.406, 2.006)
C (-1.447, 3.963, 1.645)
N (0.889, 0.671, 3.139)
C (4.455, -1.786, 2.392)
C (5.024, -2.803, 3.143)
H (6.637, -4.214, 3.212)
H (7.660, -3.469, 1.106)
H (6.668, -1.576, -0.186)
H (2.005, -1.492, 6.553)
H (0.757, -0.793, 8.599)
H (-0.881, 1.036, 8.500)
H (-1.339, 2.213, 6.346)
H (6.396, 1.914, -2.255)
H (6.713, 3.840, -3.807)
H (5.004, 5.598, -3.983)
H (2.930, 5.494, -2.604)
H (-0.975, 5.681, -1.260)
H (-3.196, 6.567, -0.571)
H (-4.313, 5.723, 1.455)
H (-3.183, 4.033, 2.907)
H (4.570, -3.114, 4.076)
C (-6.638, 5.232, -1.324)
O (-7.135, 4.509, -2.432)
C (-6.210, 4.039, -3.328)
C (-6.687, 3.176, -4.306)
C (-5.814, 2.638, -5.238)
C (-4.459, 2.936, -5.190)
C (-4.000, 3.847, -4.248)
C (-4.863, 4.390, -3.310)
N (-3.586, 2.384, -6.187)
N (-2.597, 1.685, -5.863)
C (-2.302, 1.214, -4.581)
C (-3.210, 0.939, -3.552)
C (-2.822, 0.404, -2.342)
C (-1.477, 0.038, -2.068)
O (-1.138, -0.544, -1.010)
C (-0.495, 0.359, -3.119)
N (0.807, 0.130, -2.823)
C (1.710, 0.358, -3.745)
C (1.386, 0.832, -5.028)
C (0.082, 1.104, -5.328)
C (-0.925, 0.883, -4.359)
H (-7.494, 5.435, -0.684)
H (-6.189, 6.182, -1.634)
H (-5.897, 4.653, -0.769)
H (-7.741, 2.932, -4.315)
H (-6.170, 1.958, -6.003)
H (-2.945, 4.090, -4.205)
H (-4.461, 5.056, -2.560)
H (-4.266, 1.122, -3.696)
H (-3.557, 0.192, -1.574)
H (2.746, 0.186, -3.467)
H (2.172, 0.998, -5.754)
H (-0.201, 1.500, -6.294)
C (3.273, -4.968, 0.592)
Si (1.643, -4.833, 1.526)
C (0.839, -6.550, 1.512)
C (1.963, -4.486, 3.350)
Sb (0.394, -2.849, 0.463)
Si (-1.695, -2.926, 1.948)
C (-2.872, -1.548, 1.458)
C (-2.627, -4.570, 1.845)
C (-1.174, -2.621, 3.727)
Si (-0.595, -3.950, -1.625)
C (-0.612, -5.841, -1.577)
C (-2.382, -3.404, -1.877)
C (0.453, -3.435, -3.095)
H (3.872, -5.798, 0.981)
H (3.857, -4.052, 0.699)
H (3.106, -5.138, -0.475)
H (1.471, -7.188, 2.142)
H (0.785, -7.003, 0.523)
H (-0.162, -6.543, 1.946)
H (2.847, -5.053, 3.664)
H (1.119, -4.842, 3.948)
H (2.130, -3.432, 3.582)
H (-3.289, -1.694, 0.462)
H (-2.372, -0.580, 1.455)
H (-3.693, -1.521, 2.184)
H (-2.820, -4.865, 0.813)
H (-3.594, -4.465, 2.351)
H (-2.078, -5.376, 2.337)
H (-0.577, -1.711, 3.806)
H (-0.586, -3.441, 4.139)
H (-2.064, -2.492, 4.352)
H (-1.111, -6.247, -0.698)
H (0.396, -6.255, -1.630)
H (-1.157, -6.179, -2.467)
H (-3.072, -4.122, -1.425)
H (-2.600, -3.364, -2.950)
H (-2.565, -2.414, -1.465)
H (1.475, -3.810, -2.991)
H (0.501, -2.348, -3.172)
H (0.031, -3.838, -4.021)

Multiplicity ... 1
Total charge ... -2
HOMO-LUMO gap (spin up / spin down) ... 0.1804 / 0.1791 hartree

4.
Here is a structure of composition C57H57BrN2O3PS3W in a non-equilibrium geometry from the Open Molecules 2025 dataset. Energies are from the ωB97M-V functional and the def2-TZVPD basis.

Geometry (Å):
W (-0.640, 0.177, 0.285)
O (-1.062, -0.303, 2.012)
C (-2.033, -0.679, 2.981)
C (-3.303, -0.959, 2.173)
C (-3.738, 0.032, 1.115)
C (-5.019, 0.548, 1.185)
C (-5.537, 1.246, 0.103)
C (-4.801, 1.286, -1.065)
C (-3.515, 0.754, -1.087)
C (-2.826, 0.688, -2.431)
C (-1.643, -0.289, -2.515)
O (-0.731, 0.225, -1.555)
C (-2.073, -1.689, -2.078)
C (-3.007, -2.385, -2.839)
C (-3.445, -3.650, -2.468)
C (-2.967, -4.243, -1.312)
C (-2.072, -3.547, -0.510)
C (-1.646, -2.285, -0.895)
C (-0.974, -0.207, -3.880)
C (-0.368, 1.005, -4.204)
C (0.244, 1.190, -5.430)
C (0.264, 0.158, -6.356)
C (-0.305, -1.062, -6.030)
C (-0.915, -1.247, -4.796)
N (-2.950, 0.258, 0.030)
C (-2.127, 0.460, 3.981)
C (-3.338, 0.869, 4.524)
C (-3.382, 1.924, 5.429)
C (-2.214, 2.569, 5.798)
C (-1.000, 2.147, 5.271)
C (-0.952, 1.096, 4.372)
C (-1.565, -1.974, 3.636)
C (-0.812, -2.894, 2.913)
C (-0.456, -4.110, 3.473)
C (-0.857, -4.427, 4.763)
C (-1.600, -3.512, 5.491)
C (-1.950, -2.290, 4.932)
H (-4.139, -1.136, 2.846)
H (-3.127, -1.904, 1.644)
H (-5.604, 0.374, 2.076)
H (-6.522, 1.686, 0.151)
H (-5.203, 1.703, -1.977)
H (-2.456, 1.687, -2.683)
H (-3.582, 0.421, -3.173)
H (-3.404, -1.934, -3.738)
H (-4.161, -4.169, -3.089)
H (-3.297, -5.231, -1.025)
H (-1.709, -3.984, 0.410)
H (-0.899, -1.843, -0.213)
H (-0.331, 1.800, -3.470)
H (0.732, 2.130, -5.648)
H (0.737, 0.298, -7.318)
H (-0.265, -1.884, -6.730)
H (-1.304, -2.225, -4.556)
H (-4.262, 0.379, 4.254)
H (-4.332, 2.238, 5.841)
H (-2.248, 3.393, 6.498)
H (-0.083, 2.638, 5.569)
H (-0.005, 0.773, 3.954)
H (-0.465, -2.650, 1.913)
H (0.138, -4.809, 2.901)
H (-0.587, -5.378, 5.199)
H (-1.907, -3.743, 6.501)
H (-2.518, -1.582, 5.520)
C (3.244, 3.909, -0.405)
C (1.931, 3.643, 0.265)
C (1.390, 4.491, 1.221)
C (0.129, 4.250, 1.750)
C (-0.543, 3.105, 1.370)
Br (-2.367, 3.015, 1.782)
N (0.041, 2.177, 0.579)
C (1.199, 2.493, -0.025)
H (3.712, 4.797, 0.017)
H (3.105, 4.060, -1.474)
H (3.918, 3.062, -0.295)
H (1.934, 5.377, 1.528)
H (-0.355, 4.945, 2.419)
H (1.563, 1.794, -0.771)
S (3.015, 1.240, -2.502)
P (2.912, -0.594, -1.804)
S (1.631, -1.063, -0.281)
C (2.533, -1.781, -3.136)
C (1.589, -2.793, -2.997)
C (1.354, -3.681, -4.039)
C (2.056, -3.558, -5.226)
C (2.992, -2.543, -5.375)
C (3.229, -1.658, -4.339)
C (4.525, -1.155, -1.183)
C (5.573, -0.259, -1.025)
C (6.781, -0.687, -0.489)
C (6.943, -2.009, -0.111)
C (5.898, -2.913, -0.279)
C (4.696, -2.488, -0.812)
H (1.041, -2.885, -2.070)
H (0.620, -4.467, -3.920)
H (1.875, -4.251, -6.038)
H (3.535, -2.439, -6.304)
H (3.950, -0.859, -4.459)
H (5.436, 0.768, -1.337)
H (7.598, 0.014, -0.379)
H (7.883, -2.342, 0.308)
H (6.028, -3.949, 0.001)
H (3.885, -3.196, -0.942)
C (3.090, -0.578, 4.331)
C (3.334, 0.934, 4.125)
C (2.733, 1.205, 2.743)
O (1.762, 0.187, 2.551)
C (2.372, -1.002, 3.048)
H (2.464, -0.754, 5.205)
H (4.017, -1.132, 4.466)
H (4.390, 1.198, 4.162)
H (2.820, 1.516, 4.889)
H (3.492, 1.133, 1.952)
H (2.232, 2.171, 2.671)
H (3.074, -1.379, 2.294)
H (1.586, -1.740, 3.201)
C (-1.865, 4.412, -3.642)
S (-1.290, 4.086, -1.966)
C (-2.053, 5.489, -1.118)
H (-2.953, 4.459, -3.681)
H (-1.528, 3.596, -4.279)
H (-1.447, 5.344, -4.020)
H (-1.419, 5.782, -0.283)
H (-3.046, 5.243, -0.744)
H (-2.123, 6.333, -1.802)

Multiplicity ... 1
Total charge ... +1
HOMO-LUMO gap ... 0.2582 hartree

no.,energy (a.u.)
1,-3907.20432
2,-3455.84464
3,-4090.93517
4,-6718.42534